{"formula": "C22H29IrN4O2P", "method": "wB97M-V/def2-TZVPD", "species": ["Ir", "C", "O", "C", "O", "N", "N", "H", "H", "H", "H", "H", "H", "C", "C", "C", "C", "C", "C", "P", "C", "C", "C", "C", "C", "C", "C", "C", "C", "C", "C", "C", "H", "H", "H", "H", "H", "H", "H", "H", "H", "H", "H", "H", "H", "H", "N", "C", "C", "N", "H", "H", "H", "H", "H", "H", "H", "H", "H"], "positions_angstrom": [[0.26572, -0.02286, 0.43417], [-2.70739, -3.15256, 3.46978], [-2.38085, -1.78355, 3.03060], [-1.44786, -1.52337, 2.20593], [-1.23889, -0.31872, 1.87366], [-0.67458, -2.49921, 1.67083], [0.33190, -2.12352, 0.74646], [-3.57140, -3.02971, 4.11156], [-1.86857, -3.55341, 4.03554], [-2.97057, -3.75484, 2.60168], [-0.82346, -3.48586, 1.84124], [0.21973, -2.62466, -0.14175], [1.25039, -2.38756, 1.11662], [5.74883, 2.39835, -1.32912], [4.56295, 2.97726, -0.87508], [3.40642, 2.22557, -0.84091], [3.42396, 0.89021, -1.27147], [4.61163, 0.31468, -1.72778], [5.76828, 1.08075, -1.76388], [1.91453, -0.04024, -1.25429], [2.15901, -1.74027, -1.75176], [1.46633, -2.28471, -2.83623], [1.67491, -3.61403, -3.18385], [2.57200, -4.39139, -2.46221], [3.26824, -3.84938, -1.38264], [3.06406, -2.52778, -1.02010], [0.56730, 0.69381, -2.22153], [0.37542, 1.40201, -3.37536], [-0.95220, 1.77138, -3.67306], [-2.02910, 1.48602, -2.79572], [-1.83007, 0.86614, -1.58527], [-0.49880, 0.51559, -1.26458], [6.65862, 2.98400, -1.34716], [4.55840, 4.01264, -0.56237], [2.47680, 2.68238, -0.50639], [4.63892, -0.70818, -2.07884], [6.68481, 0.64789, -2.14158], [0.80257, -1.67609, -3.43824], [1.15895, -4.03265, -4.03783], [2.74738, -5.41942, -2.75181], [3.98367, -4.45395, -0.84049], [3.63241, -2.10459, -0.19598], [1.18533, 1.62522, -4.05904], [-1.16906, 2.26895, -4.61156], [-3.02902, 1.77748, -3.09454], [-2.65472, 0.66316, -0.91303], [0.45652, 5.52434, 1.41855], [-0.40501, 4.31369, 1.70976], [-0.31175, 3.14250, 0.71214], [0.50608, 1.97174, 1.17921], [0.27734, 6.24923, 2.12684], [0.23643, 5.95252, 0.51293], [1.46366, 5.34307, 1.44363], [-1.42721, 4.68855, 1.71584], [-0.16923, 4.00596, 2.72886], [0.05133, 3.44398, -0.27195], [-1.32410, 2.76780, 0.57716], [0.21942, 1.79511, 2.14667], [1.50216, 2.19096, 1.19778]], "forces_ev_per_a": [[0.954, 0.352, 0.109], [0.010, 0.007, 0.007], [0.023, -0.002, -0.008], [-0.085, 0.001, -0.069], [0.129, 0.103, 0.087], [-0.106, -0.109, -0.095], [-0.501, 0.097, -0.462], [0.005, 0.001, 0.010], [0.002, -0.004, -0.005], [-0.007, -0.001, 0.002], [0.036, -0.004, 0.025], [0.001, -0.116, 0.051], [0.048, 0.029, -0.063], [-0.019, -0.010, -0.015], [0.036, -0.032, -0.001], [0.022, -0.024, 0.012], [-0.039, 0.042, 0.208], [-0.035, 0.041, -0.112], [0.033, 0.058, 0.023], [-0.273, -0.074, 0.044], [0.101, 0.052, -0.014], [0.020, -0.012, -0.037], [0.028, 0.011, -0.009], [0.015, 0.025, 0.008], [-0.025, -0.017, -0.011], [-0.079, -0.001, 0.076], [-0.148, -0.072, 0.439], [0.014, -0.182, -0.063], [0.067, 0.049, -0.059], [-0.113, -0.016, 0.075], [-0.020, -0.043, 0.047], [0.283, -0.175, -0.106], [-0.007, 0.008, -0.028], [0.023, 0.000, 0.010], [0.018, 0.016, -0.132], [-0.008, 0.026, -0.004], [0.012, -0.010, 0.039], [-0.033, -0.014, 0.022], [-0.008, -0.004, 0.011], [-0.006, 0.000, 0.004], [-0.005, 0.002, 0.002], [0.009, -0.002, -0.027], [-0.021, 0.001, -0.027], [0.017, -0.015, -0.012], [-0.004, -0.013, 0.005], [-0.008, 0.022, 0.001], [0.008, 0.012, -0.011], [-0.040, -0.004, -0.001], [0.043, -0.043, -0.016], [-0.492, -0.019, 0.023], [0.000, -0.001, -0.003], [-0.004, -0.004, 0.003], [-0.003, -0.008, 0.012], [0.003, 0.009, 0.010], [-0.009, -0.005, 0.002], [0.014, 0.037, 0.019], [-0.003, -0.001, -0.021], [0.130, 0.035, 0.043], [-0.005, 0.001, -0.017]], "spin_multiplicity": 2, "total_charge": 4, "gap_ev": [7.18, 4.91], "max_force_ev_per_a": 1.02}